--- P ---
Density functional theory data (the ωB97M-V functional and the def2-TZVPD basis) for 2 unconnected molecules or ions with the total composition C5H12NO.

* HOMO-LUMO gap: 6.32 eV
* charge: -1

```
19
C5H12NO, DFT the ωB97M-V functional and the def2-TZVPD basis
C -0.617 1.407 -1.808
C -1.452 0.942 -0.816
N -1.289 0.946 0.502
C -2.376 0.332 1.246
H 0.267 1.956 -1.501
H -0.946 1.415 -2.835
H -2.413 0.538 -1.195
H -0.090 -0.153 0.899
H -2.372 0.679 2.281
H -3.344 0.625 0.801
H -2.308 -0.767 1.238
C 1.783 -0.406 0.486
O 0.608 -0.876 1.092
C 2.497 -1.555 -0.218
H 2.471 0.058 1.207
H 1.538 0.351 -0.257
H 3.392 -1.143 -0.698
H 1.817 -2.036 -0.917
H 2.835 -2.313 0.493
```

--- Q ---
Density functional theory data (the ωB97M-V functional and the def2-TZVPD basis) for a gas-phase ion, C5H12NO (charge -1).

* HOMO-LUMO gap: 5.63 eV
* charge: -1
* structure (SMILES): CCCNCC[O-]

```
19
C5H12NO, DFT the ωB97M-V functional and the def2-TZVPD basis
C -2.704 -0.387 -0.179
C -1.766 0.737 0.321
C -0.307 0.376 0.508
N 0.305 0.040 -0.784
C 1.778 0.130 -0.812
C 2.590 -0.474 0.374
O 3.634 -1.231 -0.033
H -2.460 -1.242 0.455
H -3.698 0.055 -0.119
H -2.524 -0.669 -1.215
H -1.862 1.594 -0.373
H -2.218 1.187 1.210
H -0.274 -0.476 1.183
H 0.277 1.156 0.995
H 0.112 -0.901 -1.090
H 2.166 1.155 -0.932
H 2.150 -0.431 -1.675
H 2.837 0.405 1.009
H 1.963 -1.024 1.157
```

How do the energies compare? Relative to the most stable structure, in hartree: P 0.0000; Q 0.0200.

--- P ---
Density functional theory data (the ωB97M-V functional and the def2-TZVPD basis) for 2 unconnected molecules or ions with the total composition C5H12NO.

* HOMO-LUMO gap: 5.77 eV
* charge: -1

```
19
C5H12NO, DFT the ωB97M-V functional and the def2-TZVPD basis
C -2.151 -1.047 2.070
C -0.792 -0.638 1.485
N -0.864 0.729 1.103
C 1.209 0.359 -0.341
C 0.327 1.285 0.490
C 0.690 0.011 -1.660
O 1.182 -0.721 -2.482
H -2.091 -2.093 2.398
H -2.894 -0.968 1.278
H -2.395 -0.448 2.954
H 0.003 -0.865 2.237
H -0.661 -1.306 0.597
H 1.854 1.740 -4.305
H 2.278 0.274 -0.205
H 0.700 -0.676 -0.320
H 1.897 1.387 -3.638
H -0.011 2.099 -0.165
H -0.219 0.577 -1.947
H 0.945 1.771 1.281
```

--- Q ---
Density functional theory data (the ωB97M-V functional and the def2-TZVPD basis) for a gas-phase ion, C5H12NO (charge -1).

* HOMO-LUMO gap: 6.66 eV
* charge: -1
* structure (SMILES): CN[C@@H](C)CC[O-]

```
19
C5H12NO, DFT the ωB97M-V functional and the def2-TZVPD basis
C -1.322 0.675 1.881
N 0.073 0.478 1.501
C 0.103 0.103 0.025
C -0.128 1.399 -0.769
C 1.247 -0.756 -0.357
C 0.602 -1.596 -1.647
O -0.385 -1.067 -2.268
H -1.470 0.866 2.995
H -1.660 1.609 1.197
H -1.702 -0.308 1.599
H 0.482 -0.251 2.024
H -0.792 -0.516 -0.251
H 0.759 2.002 -0.649
H -0.329 1.178 -1.774
H -0.956 2.064 -0.578
H 1.473 -1.418 0.417
H 2.276 -0.169 -0.261
H 0.263 -2.557 -0.879
H 1.468 -1.736 -2.204
```

--- R ---
Density functional theory data (the ωB97M-V functional and the def2-TZVPD basis) for a gas-phase ion, C5H12NO (charge -1).

* HOMO-LUMO gap: 5.59 eV
* charge: -1
* structure (SMILES): CNCCCC[O-]

```
19
C5H12NO, DFT the ωB97M-V functional and the def2-TZVPD basis
C -0.830 3.257 -0.002
N -1.253 1.895 -0.302
C -0.396 0.905 0.327
C -0.939 -0.531 0.166
C 0.086 -1.611 0.538
C 1.216 -1.827 -0.531
O 2.154 -2.707 -0.180
H -0.837 3.386 1.082
H 0.204 3.496 -0.296
H -1.498 3.966 -0.477
H -1.179 1.783 -1.293
H -0.355 1.109 1.399
H 0.614 0.888 -0.099
H -1.760 -0.562 0.897
H -1.378 -0.734 -0.815
H -0.406 -2.535 0.843
H 0.640 -1.283 1.429
H 0.638 -2.000 -1.493
H 1.672 -0.807 -0.656
```

How do the energies compare? Relative to the most stable structure, in hartree: P 0.0928; Q 0.0642; R 0.0000.

--- P ---
Density functional theory data (the ωB97M-V functional and the def2-TZVPD basis) for C5H7N3 in the gas phase.

* HOMO-LUMO gap: 8.99 eV
* structure (SMILES): C/N=N/c1ccc[nH]1

```
15
C5H7N3, DFT the ωB97M-V functional and the def2-TZVPD basis
C 3.141 0.032 0.013
N 1.703 0.259 -0.067
N 0.899 -0.654 -0.025
C -0.487 -0.344 -0.004
C -1.536 -1.210 -0.026
C -2.701 -0.405 -0.014
C -2.272 0.927 -0.028
N -0.887 0.916 -0.028
H 3.564 1.037 0.136
H 3.352 -0.628 0.891
H 3.498 -0.430 -0.905
H -1.396 -2.281 -0.077
H -3.717 -0.769 0.101
H -2.863 1.852 0.069
H -0.299 1.698 -0.034
```

--- Q ---
Density functional theory data (the ωB97M-V functional and the def2-TZVPD basis) for C5H7N3 in the gas phase.

* HOMO-LUMO gap: 8.85 eV
* structure (SMILES): C=NN(C)C(=C)C#N

```
15
C5H7N3, DFT the ωB97M-V functional and the def2-TZVPD basis
C -0.744 -2.577 -0.055
N -0.025 -1.521 0.115
N -0.300 -0.260 -0.055
C -1.442 0.515 -0.043
C 1.110 0.776 -0.040
C 1.069 2.086 0.159
C 2.338 0.032 -0.098
N 3.277 -0.613 -0.172
H -0.303 -3.594 -0.237
H -1.898 -2.593 0.023
H -1.249 1.469 0.458
H -1.699 0.763 -1.088
H -2.239 -0.009 0.337
H 0.199 2.694 0.364
H 1.905 2.832 0.331
```

How do the energies compare? Relative to the most stable structure, in hartree: P 0.0000; Q 0.1193.